DFT (ωB97M-V/def2-TZVPD) results for a cluster of 13 separate species, C58H174N24O18P8 in total at a distorted geometry.

```
! wB97M-V def2-TZVPD RIJCOSX def2/J DEFGRID3
* xyz 0 1
H 17.63630 0.53749 25.09336
H 20.88601 4.37037 30.75427
H 16.41199 -2.48581 29.90430
H 20.32330 -1.10972 22.09816
C 11.77320 3.35232 22.76616
H 9.77578 1.55786 23.37710
H 15.21854 6.44123 19.19737
H 21.68798 5.74626 32.86517
H 9.73780 5.49148 19.80161
H 17.86083 2.35826 30.47841
H 10.93454 4.50210 29.38714
N 23.86670 6.91113 29.53383
C 14.65595 5.62945 22.38364
H 12.31168 5.64866 26.68793
H 17.63895 5.99177 21.67714
C 13.92390 -3.21004 32.24482
H 19.33290 10.20018 26.82928
H 20.41075 10.00578 28.24827
H 17.24337 5.50296 35.44041
H 8.79605 2.19543 28.22407
H 19.66342 6.17287 34.24224
H 9.76418 5.51435 24.01888
H 19.44436 2.90719 26.95851
C 24.25854 0.84729 29.25294
H 14.66154 2.56398 28.99244
N 16.33594 7.53976 28.74034
H 22.51074 -1.25619 27.61116
C 17.93831 2.84483 29.51721
H 17.77439 2.96175 22.34728
C 18.81408 3.73525 26.60214
C 23.45126 4.05905 32.22263
H 18.86226 2.49075 29.01071
H 23.12155 6.68566 32.95608
H 22.75040 -1.05139 22.81029
H 17.57708 -2.39780 21.40778
H 13.59484 5.98281 22.53060
H 16.62024 3.62262 17.17366
N 21.56844 5.70163 29.32737
H 14.87104 1.05335 21.26540
H 22.71329 1.03798 32.85308
H 17.26782 0.04553 33.10933
H 15.46812 3.65661 30.16949
H 18.58839 6.78282 32.20209
C 22.00639 -1.74515 23.26996
H 16.94248 7.28237 25.30005
C 17.75967 6.02110 34.59878
C 17.63716 5.33828 33.20987
H 13.75103 2.47096 21.04142
H 8.44019 3.68480 22.96781
O 18.70394 5.83761 32.38945
H 17.24369 6.97744 34.55969
H 22.11476 -2.96468 27.99110
H 15.73819 -1.67389 20.22912
H 22.33261 -1.77948 24.35502
N 8.75044 4.27182 27.70480
H 8.49050 3.30010 29.49289
N 15.07483 -0.19492 32.84594
O 18.18266 6.90403 27.22520
H 8.59637 6.25497 27.40254
P 14.62260 -0.75140 31.32757
H 22.96416 -0.67429 32.79338
H 19.86039 8.30732 22.05269
P 17.47986 8.08717 27.68019
C 8.25699 3.16059 28.47606
H 17.86502 4.24392 33.34358
H 20.77171 1.68358 31.28526
H 21.77895 6.99724 31.76429
O 16.35106 -0.96306 20.54958
P 16.74972 2.08657 27.24378
H 11.45326 0.47593 32.73819
C 8.80228 4.92035 19.96302
C 16.34684 6.11631 29.13850
H 10.50059 0.97252 17.94916
H 16.61338 5.46192 32.81604
H 17.29390 2.37869 18.18371
O 16.85084 -2.17742 23.95016
H 12.06827 4.23755 22.18508
P 9.95415 4.01440 26.66152
N 16.83363 9.02800 26.47455
H 22.73539 3.72434 32.98715
C 18.17689 0.14782 25.93768
C 20.07632 7.02545 23.37146
H 14.20573 -4.23430 32.18554
H 10.47650 -0.30262 19.24810
H 19.42328 9.79788 30.18771
C 22.00038 1.22908 28.37147
O 17.44502 4.59668 20.61109
H 8.11066 0.77781 18.69239
H 11.62173 1.05362 19.16148
C 12.21639 2.59385 26.94467
H 10.31239 0.39693 22.06093
H 19.22367 0.10734 25.80286
H 12.97447 0.07893 29.43472
H 11.72923 -0.68771 25.15866
H 12.88636 -3.13279 31.89306
H 15.51406 5.56508 28.60166
H 19.28148 4.14180 25.69382
N 16.71636 2.65331 28.80431
H 23.39741 8.84678 28.91471
N 15.86012 2.88360 21.46773
H 25.68035 7.15228 30.64294
H 11.45100 0.80295 23.36093
H 8.38215 5.72772 29.15773
H 17.74035 -0.88858 26.04882
C 11.64957 3.89953 28.89522
C 15.52062 2.69950 29.64441
H 12.74984 2.92658 23.13244
H 18.91982 -2.29611 23.69889
H 20.09220 8.62416 27.13022
H 21.10271 -3.47907 30.42097
H 14.88934 0.33588 25.87904
H 14.56610 7.89392 29.95105
P 22.39688 -0.74581 30.34067
H 15.67910 9.16919 30.07938
C 16.91310 3.38319 18.18838
H 14.71886 4.67495 22.90671
H 13.20385 3.01483 26.88879
H 17.21460 10.87224 25.53507
H 12.62901 4.43829 28.82469
C 25.37741 7.03580 29.58481
H 17.70423 4.11037 18.44192
C 8.15993 5.53781 28.11807
H 22.06968 8.00014 29.69291
O 15.30014 1.88170 26.79422
H 18.83876 4.48264 27.47090
O 11.42698 3.70354 19.80417
H 14.73643 8.88468 28.54070
C 17.08686 -1.48014 21.72334
H 14.43061 2.08236 22.70802
C 16.44196 -0.65031 33.28345
C 23.15838 8.19127 29.73515
H 15.77243 -0.75463 23.22701
C 11.65938 5.99223 25.86190
P 23.15490 5.40017 29.82789
C 19.60152 9.56757 27.61801
H 17.78166 0.45691 29.28322
H 20.86647 -1.97323 27.40722
H 19.80287 -3.02327 29.31005
H 18.14594 3.93719 29.80676
H 21.66830 -3.68950 23.01307
H 17.33717 -0.97692 28.35096
N 22.87238 0.46441 29.32794
H 21.60010 -0.03954 33.74302
O 23.77864 4.23851 29.23304
H 20.93261 1.03366 28.59997
H 7.80798 2.28552 19.37027
H 8.10413 2.26701 22.10013
H 15.21749 -3.83798 29.88707
H 18.88387 5.33100 23.78916
H 11.71712 0.92019 30.48044
C 20.58467 -1.29067 23.20654
H 13.62525 3.64486 18.97659
H 8.43524 4.55747 18.99694
N 22.99222 5.21660 31.46270
H 17.08467 1.33518 22.05510
H 19.56199 5.43230 21.99277
H 12.48770 -2.46367 26.95063
H 20.31085 6.21010 27.60581
H 12.33766 1.73746 27.65826
C 12.20769 -0.00820 30.22158
C 22.39979 6.25903 32.26788
N 14.98049 5.40410 21.00834
C 14.76607 6.55391 20.16474
H 17.82032 -0.73204 21.93108
C 15.75714 -3.10494 30.52129
O 15.26415 -0.19489 30.10168
H 7.21398 3.06428 28.36835
C 14.67558 2.09303 21.57526
C 20.51881 4.84439 29.87652
H 24.44843 4.35887 32.63904
H 21.70797 5.08760 27.32071
H 14.51344 3.42472 17.34000
H 13.67722 6.75775 20.11377
O 19.05654 6.14182 34.99057
H 24.82962 0.11580 29.86064
H 22.26872 0.83974 27.36618
H 19.62146 0.77377 32.14395
O 23.51426 -1.49095 30.92128
C 14.34373 -1.33258 26.65932
H 15.56964 10.75977 26.37049
C 15.34587 8.40133 29.34080
H 15.39782 8.24625 25.05499
C 16.64004 10.52086 26.38535
C 12.92079 -1.73262 26.24399
N 10.31953 5.50392 26.00931
H 16.15244 6.06622 30.16002
H 15.17008 7.42015 20.72122
N 11.11314 2.32169 21.94623
N 9.74626 1.61777 19.77457
C 22.15879 0.08773 32.82639
C 12.20098 -0.36226 32.67305
N 14.82208 -2.39748 31.42658
C 8.21321 3.39312 21.96053
H 15.32397 -2.42850 22.59321
C 14.92233 1.23205 33.29705
H 7.09629 5.52421 27.96437
H 7.84245 1.00834 20.50026
H 14.30149 -0.75962 27.60255
H 18.13076 8.52205 30.52449
O 20.63487 7.99152 22.50648
H 16.28126 -0.69064 34.35324
H 12.90042 -0.40724 33.56237
H 16.44680 2.18662 23.43239
N 21.38736 -0.27488 31.67451
O 12.02004 -0.69297 26.05114
C 14.48429 3.25299 18.43378
N 15.74567 3.77375 18.90594
O 9.65331 3.02567 25.55811
C 16.10914 -1.69112 22.85730
N 17.80115 0.76523 27.21580
H 23.72074 3.25682 31.49845
N 9.14691 3.88957 20.91548
C 8.32328 1.38570 19.55915
H 15.43032 6.27641 22.83979
C 10.57880 0.75686 18.98525
H 7.12196 3.79044 21.86348
H 11.68146 7.12154 25.86472
H 14.89861 -2.26706 26.89810
H 17.19867 4.14942 24.48461
H 11.48567 -0.80766 30.03481
H 16.90284 8.85901 24.36031
C 16.72052 4.05923 25.42954
H 19.01174 -0.46610 28.50590
H 11.90194 2.99173 29.48042
H 11.10171 3.68491 23.61512
O 17.98766 6.61286 22.36551
P 10.42829 2.90212 20.55221
C 16.54535 8.30684 25.20109
H 20.18050 4.04500 29.07803
N 17.51114 3.16084 26.27829
O 19.86147 -2.28355 23.87508
C 17.97923 -0.11095 28.37927
O 22.28585 -3.02624 22.59169
H 19.91059 -2.23352 30.86632
H 11.76303 2.29081 25.96701
H 25.57724 7.94291 29.06837
H 16.57220 5.03977 25.79587
H 19.61181 5.49596 30.11995
H 14.54149 2.14711 18.47422
H 13.00865 -2.25406 25.27039
N 21.29919 -1.57823 29.40456
H 16.58868 -1.63513 24.71611
P 16.02926 4.24783 20.49695
H 22.26505 2.27005 28.46819
N 11.21599 3.39042 27.59461
C 10.61542 1.19763 22.77003
C 18.85643 8.89639 29.81149
H 8.00304 5.51766 20.36187
H 16.70214 -1.60986 32.83192
C 20.32078 0.70053 31.35123
H 19.89946 0.40495 30.34781
C 21.76575 -1.91771 28.03442
H 15.28587 1.29252 34.32436
H 15.54394 1.87199 32.73927
H 17.08281 11.02032 27.21263
H 12.08352 5.79533 24.85773
C 16.81308 2.34192 22.39070
H 22.00694 6.80654 27.64383
H 19.36897 7.54973 24.12350
C 21.40671 5.98080 27.91478
H 19.57626 8.08799 29.84027
H 20.43398 -0.32428 23.72825
H 17.28294 5.70462 28.93451
C 20.44473 -2.61814 30.02388
N 18.41491 9.21488 28.48059
H 16.41004 -3.79924 31.14167
H 25.92623 6.22934 29.22979
H 15.77278 3.56289 25.12629
H 23.39260 8.78291 30.59005
C 19.15077 5.97991 22.86374
H 13.85161 1.47633 33.31781
H 15.64784 1.92695 30.37589
C 9.38577 5.88746 24.98161
H 11.59543 -1.29474 32.80651
H 13.91834 -2.93281 33.27605
N 12.97410 -0.37348 31.44691
H 24.60383 0.92631 28.19337
H 9.35590 7.01785 24.92007
H 8.39035 5.51505 25.18416
O 14.93392 -0.61239 25.66129
H 24.33476 1.80289 29.67989
H 20.92003 6.65409 23.93486
*
```

Output
Frontier orbital gap, eV: 8.18
E_HOMO, Eh: -0.2979
Largest force on an atom, eV/A: 3.6

DFT (ωB97M-V/def2-TZVPD) results for a structure of composition C58H39Br2CeIN6O7S4 at a distorted geometry.

```
! wB97M-V def2-TZVPD RIJCOSX def2/J DEFGRID3
* xyz 0 1
H 1.80983 -0.12957 -4.83131
C 1.06483 1.54497 -5.95662
H -1.24532 6.95418 -0.61926
Br -3.79407 6.35928 -1.38582
C -0.68089 -5.05688 1.69745
C 0.21685 3.56204 -7.17152
C -3.22248 -3.18715 -2.96589
C -2.37602 2.56610 3.97739
C -2.40597 -1.81713 2.67724
O -0.13739 2.55803 3.29115
C -3.59976 3.60602 -0.81704
H -3.26701 -2.27823 2.23577
C 6.12143 2.50987 2.48698
H -4.75419 0.25178 3.25141
S 1.46097 0.48602 -2.07442
C 0.97922 4.78056 0.71991
C -1.73191 -5.07022 -2.81801
H 0.34141 -4.62628 -2.58697
H -1.59099 -6.14263 -2.80600
N 5.71083 1.90965 5.76167
C -3.12824 1.64552 3.25901
C -0.33493 -6.37027 3.79404
C -1.81091 -2.00705 3.90456
C 0.58486 2.71909 -3.49639
C 1.60980 -2.40755 -2.15372
C 2.29372 4.72683 1.43083
H 1.20989 -2.78995 -4.78853
C -1.64883 2.38681 0.08137
H -1.39906 1.01410 -2.51014
C 3.17053 -3.38791 -5.38012
C 1.11717 1.44780 -3.57204
H 0.42422 3.16110 -2.52372
H -4.21379 -2.77133 -3.06797
C -3.02424 -4.54229 -2.95804
H 3.00579 4.09779 0.87950
H -0.13652 4.39992 -4.60480
C -1.20877 3.23152 3.25770
H 5.22207 -3.17601 -1.00437
Ce 0.85899 1.47061 1.66040
C -2.32408 -0.89699 -2.77553
S 0.74385 -1.54423 0.26932
C 0.28207 3.40428 -4.66179
H 2.90639 -3.51152 -6.41990
C 3.87707 -3.12564 -2.68203
C 0.51578 2.82483 -5.90240
Br -3.95177 0.82534 -0.29758
H 5.84508 -3.70773 -3.31504
S 3.63421 1.64903 1.02791
C 4.48507 -3.64607 -4.96256
H -0.25938 4.51663 -6.96804
C 3.27341 -2.57319 -0.39928
C -1.26344 -0.05555 -2.57533
C 2.22497 -2.98825 -4.47713
C 5.12828 1.92065 3.27817
H 1.14016 3.74563 -7.71948
H -1.37719 -6.33893 4.11136
H -0.43877 2.97550 -7.81255
O -1.14804 1.28675 0.52212
N 6.96989 2.99777 1.87791
C 1.97818 -2.27897 -0.83419
O 1.53537 -0.64044 1.13016
C -2.89325 4.77845 -0.82056
H 3.52751 -2.44362 0.64128
C -0.83152 -2.83123 -2.68896
H -5.28742 0.64887 5.65508
C 5.42136 1.88618 4.64644
H 1.82568 -2.34401 2.79513
O -1.38996 4.30438 2.69212
C -2.96509 2.45207 -0.38367
C 1.15394 -3.13553 2.49073
C 0.25175 -1.94199 -2.48979
C 0.89588 -4.22670 3.30216
H 0.29009 -6.37188 4.68225
H -4.63607 3.57672 -1.12212
O -5.09474 1.81028 7.69171
N -4.09370 2.35716 7.25286
C 3.93174 1.48531 2.73423
H -2.86585 1.46771 2.23184
C 2.55094 -2.85007 -3.11235
H -0.18349 -7.30361 3.25264
C 0.02067 -0.58545 -2.42361
C 4.83178 -3.51905 -3.64414
H 1.25179 1.08828 -6.91759
C -0.92863 3.64446 0.06974
C -3.74907 2.11733 5.88196
H 1.02340 6.90871 0.34613
H -0.01833 -0.95892 4.73984
S 2.70558 0.74106 3.69313
C -0.72902 -1.11992 3.95058
H 2.15184 4.27159 2.42261
C -4.18014 0.95543 3.83767
H -3.32484 -0.50687 -2.87234
C 0.45037 5.99857 0.25036
N -0.67077 -0.43796 2.82101
H -0.96664 -3.84594 -0.05118
H 5.22496 -3.94625 -5.68986
C -1.55669 4.83774 -0.37615
C -2.13933 -2.29562 -2.82409
H -2.13256 3.52422 5.89089
O -3.37523 3.09191 7.90654
H 2.72013 5.72102 1.55541
H -1.85780 -0.40545 1.16960
I -2.44594 -3.33160 5.37338
C -0.43400 -3.97108 0.88055
C 4.20601 -2.97963 -1.31517
H 1.40212 -4.30967 4.25242
C -4.49074 1.18465 5.16268
C -0.80328 6.02441 -0.28921
H -3.86500 -5.21453 -3.04704
N -1.67633 -0.87864 2.05691
C -0.65735 -4.23147 -2.69396
C 0.49550 -3.02461 1.28054
C -0.02219 -5.19749 2.91680
O 1.06996 1.34588 -0.93888
H -1.40497 -5.80009 1.39874
C -2.69303 2.81540 5.30094
N 0.31951 3.64524 0.58506
C 1.37222 0.85784 -4.79911
*
```

Output
Frontier orbital gap (spin up / spin down), eV: 5.85 / 5.84
E_HOMO (spin up / spin down), Eh: -0.2762 / -0.2762
Largest force on an atom, eV/A: 3.2